# 1
The following is a quantum chemistry calculation of a cluster of 2 separate species, C5H11O2 in total in a non-equilibrium geometry, from the Open Molecules 2025 dataset.

XYZ file:
```
18
Properties=species:S:1:pos:R:3:forces:R:3
C -1.41619 -0.81507 1.18730 -1.22 1.08 -0.35
C -0.82345 -1.99954 0.29286 1.38 0.20 0.82
O 0.15149 -2.59190 0.71728 -1.36 0.27 -1.00
O -1.57401 -1.90989 -0.70515 0.16 -0.64 -0.41
H -1.52538 0.16508 0.63592 1.01 -1.22 1.01
H -0.89351 -0.96483 2.11650 0.77 0.79 0.09
H -2.43203 -0.99942 1.43844 -1.06 -0.72 0.02
C 1.79621 2.19527 -0.44187 -0.33 -0.58 1.72
C 0.78902 1.53526 0.53075 -1.19 -0.17 -0.43
C 0.91837 2.61773 -1.60846 2.54 1.88 -0.57
H 2.20272 3.06002 0.18649 -0.01 -1.00 -1.46
H 2.63395 1.44068 -0.75622 -1.49 1.62 0.58
H -0.08440 1.06970 -0.07611 1.46 1.09 1.22
H 0.45595 2.18703 1.38412 -0.22 -0.09 -1.31
H 0.87231 1.86345 -2.32185 0.21 -1.71 -1.34
H -0.11857 2.80223 -1.43870 -0.48 0.85 0.79
H 1.20912 0.74848 1.07833 0.82 -1.58 0.64
H 1.47615 3.44005 -2.10739 -1.00 -0.08 -0.04
```
Forces are in eV/Å.

E_tot = -347.46700 a.u.
highest occupied orbital energy (alpha / beta) = -0.400 / -0.400 Eh
net charge = 0
expectation value of S² = 0.76
spin multiplicity = 2
energy relative to the best compared isomer or geometry (same formula, charge and spin) = 134.1 kJ/mol
HOMO-LUMO gap (alpha / beta) = 11.670 / 7.959 eV
E_LUMO (alpha / beta) = 0.79 / -2.93 eV

***

# 2
The following is a quantum chemistry calculation of a cluster of 2 separate species, C5H11O2 in total in a non-equilibrium geometry, from the Open Molecules 2025 dataset.

XYZ file:
```
18
Properties=species:S:1:pos:R:3:forces:R:3
C -1.59713 2.28409 -0.85181 3.29 1.63 0.55
C -1.12311 1.12593 0.08840 -3.53 -1.71 0.18
O -1.81660 0.08556 0.03858 2.46 2.05 0.42
O -0.16018 1.51913 0.84587 -0.34 -0.36 -0.62
H -0.92217 2.12897 -1.69435 0.11 0.39 -0.16
H -1.46446 3.32871 -0.46031 0.14 -1.15 -0.23
H -2.55469 2.18677 -1.22273 -2.14 -0.87 -0.11
C 1.95068 -1.56979 0.16239 0.04 -0.06 -2.66
C 1.42539 -1.27611 -1.25975 -1.75 -0.13 -1.27
C 0.98577 -1.93060 1.22291 -3.34 0.30 2.25
H 2.63424 -2.39079 -0.02161 0.74 0.24 0.46
H 2.41292 -0.59281 0.21106 0.82 -0.19 1.70
H 2.16734 -0.60975 -1.74561 -0.40 -0.56 -0.05
H -0.17959 -1.94314 0.95927 2.57 -0.63 -0.07
H 1.24864 -2.76472 1.93818 -0.25 0.42 -1.37
H 0.44860 -0.67297 -1.23080 1.23 -0.99 -0.07
H 1.26793 -2.19359 -1.92672 0.06 1.24 0.96
H 0.90588 -1.11537 1.94515 0.30 0.36 0.10
```
Forces are in eV/Å.

E_tot = -347.46505 a.u.
highest occupied orbital energy (alpha / beta) = -0.388 / -0.386 Eh
net charge = 0
expectation value of S² = 0.76
spin multiplicity = 2
energy relative to the best compared isomer or geometry (same formula, charge and spin) = 139.2 kJ/mol
HOMO-LUMO gap (alpha / beta) = 11.363 / 6.966 eV
E_LUMO (alpha / beta) = 0.81 / -3.54 eV

***

# 3
The following is a quantum chemistry calculation of the ion C5H11O2 with charge +1 in a non-equilibrium geometry, from the Open Molecules 2025 dataset.

XYZ file:
```
18
Properties=species:S:1:pos:R:3:forces:R:3
C -0.74432 0.19711 0.13810 0.35 1.18 1.00
C 1.22938 1.54701 -0.57736 -0.86 -2.99 -0.71
C 0.82353 -1.79709 0.27726 0.07 -0.84 1.24
C 0.31452 1.22117 0.62270 -0.13 -0.63 1.20
C -0.32198 -1.06532 -0.41297 1.15 -0.71 -2.57
O -3.03262 -0.16729 -0.06318 2.07 -2.29 -2.78
O -1.95053 0.66285 0.20006 1.54 0.77 1.03
H 1.68969 2.42044 -0.39122 1.32 3.37 0.52
H 0.57669 1.62409 -1.44042 0.34 0.29 -0.42
H 2.09852 0.86697 -0.81260 -1.33 0.08 0.51
H 1.15149 -2.74698 -0.25761 -1.04 1.09 0.83
H 0.46588 -1.94763 1.34350 0.58 -0.57 -1.26
H 1.73347 -1.25241 0.38579 0.58 0.79 -0.14
H 0.97310 0.86820 1.50774 -1.35 -0.21 -1.41
H -0.22145 2.09454 1.07402 0.41 -0.51 -0.88
H -0.06434 -0.85350 -1.53497 -0.13 0.25 1.68
H -1.04821 -1.80952 -0.58491 -1.69 -0.40 0.20
H -3.67281 0.13737 0.52606 -1.86 1.32 1.97
```
Forces are in eV/Å.

E_tot = -347.17532 a.u.
highest occupied orbital energy = -0.605 Eh
net charge = +1
energy relative to the best compared isomer or geometry (same formula, charge and spin) = 326.4 kJ/mol
HOMO-LUMO gap = 11.055 eV
E_LUMO = -5.41 eV

***

# 4
The following is a quantum chemistry calculation of a cluster of 2 separate species, C5H11O3 in total, from the Open Molecules 2025 dataset.

XYZ file:
```
19
Properties=species:S:1:pos:R:3:forces:R:3
C 0.20180 1.68649 -0.58742 -0.04 0.21 -0.78
O -1.10523 1.57571 -1.13058 0.27 0.06 0.27
C 1.20786 0.78222 -1.29816 -0.32 -0.37 0.31
C 2.55366 0.79521 -0.59164 -0.02 0.10 0.29
H 0.52916 2.72237 -0.75598 -0.10 0.04 0.34
H 0.18916 1.44132 0.47679 0.12 0.07 0.08
H -1.43183 0.71850 -0.76384 -0.04 -0.18 -0.21
H 0.78532 -0.22459 -1.25075 0.06 -0.04 -0.08
H 1.28561 1.06239 -2.35232 0.02 0.09 0.02
H 2.43284 0.39637 0.41875 -0.03 -0.08 -0.04
H 3.30131 0.18332 -1.09892 0.04 0.09 -0.06
H 2.93637 1.81588 -0.46904 0.08 -0.05 -0.19
O -1.68743 -0.88470 -0.19128 -0.31 -0.15 0.16
C -1.28455 -1.34965 0.91489 0.48 0.51 -0.47
O -0.19184 -1.09665 1.45904 0.01 -0.08 0.15
C -2.24503 -2.26003 1.66641 -0.25 -0.10 -0.07
H -1.68975 -2.93128 2.31753 -0.09 0.02 0.16
H -2.90212 -1.60791 2.24802 0.05 -0.12 0.17
H -2.88533 -2.82498 0.98849 0.06 -0.01 -0.07
```
Forces are in eV/Å.

E_tot = -422.90643 a.u.
highest occupied orbital energy = -0.167 Eh
net charge = -1
energy relative to the best compared isomer or geometry (same formula, charge and spin) = 19.0 kJ/mol
HOMO-LUMO gap = 8.677 eV
E_LUMO = 4.15 eV